(1)
The following is a quantum chemistry calculation of a molecular structure, C33H34CrN3O3SSe2, from the Open Molecules 2025 dataset.

Values from the calculation:
LUMO energy (spin up / spin down): -0.08 / -0.21 eV
Energy relative to the best compared isomer or geometry (same formula, charge and spin): 0.0 kJ/mol
HOMO-LUMO gap (spin up / spin down): 7.231 / 7.101 eV
2S+1: 2
Calculated total energy: -7913.3824 Eh
Highest occupied orbital energy (spin up / spin down): -7.3 / -7.3 eV

Last column: Mulliken charge in e.
Cartesian coordinates (Å):
Cr  0.427  0.375  0.168  0.589
C  -1.619  -5.291  -0.761  -1.104
Se  -1.504  -3.353  -0.671  0.193
C  -0.042  -3.169  -1.950  0.166
C  1.338  -3.348  -1.358  -1.058
Se  1.872  -1.908  -0.157  0.162
C  1.617  -2.780  1.557  -0.800
H  -1.912  -5.608  -1.759  0.314
H  -2.376  -5.608  -0.046  0.350
H  -0.668  -5.744  -0.487  0.300
H  -0.116  -2.180  -2.394  -0.776
H  -0.220  -3.905  -2.739  0.798
H  2.087  -3.351  -2.151  0.442
H  1.441  -4.278  -0.794  0.373
H  2.304  -3.620  1.631  0.455
H  0.586  -3.110  1.654  0.191
H  1.857  -2.041  2.318  0.131
O  0.876  -0.175  -3.113  -0.800
S  -0.311  0.628  -2.966  1.143
O  -0.200  2.048  -3.208  -0.795
N  -0.836  0.322  -1.477  0.622
C  -2.128  0.624  -1.072  0.102
C  -3.133  1.285  -1.740  -0.209
C  -4.434  1.355  -1.194  -0.960
C  -4.751  0.780  0.003  -1.108
C  -3.727  0.152  0.755  1.326
C  -3.930  -0.474  2.007  -0.976
C  -2.877  -1.034  2.675  -1.552
C  -1.590  -0.909  2.126  -0.547
N  -1.367  -0.331  0.965  1.020
C  -2.423  0.137  0.240  -0.606
C  -1.536  0.009  -4.107  -0.010
C  -1.787  0.740  -5.257  -0.465
C  -2.714  0.268  -6.176  -0.636
C  -3.392  -0.916  -5.935  -0.461
C  -3.141  -1.637  -4.777  -0.966
C  -2.208  -1.179  -3.862  0.319
H  -2.950  1.741  -2.702  0.600
H  -5.200  1.867  -1.762  0.440
H  -5.758  0.813  0.396  0.462
H  -4.928  -0.498  2.426  0.469
H  -3.001  -1.520  3.631  0.559
H  -0.723  -1.257  2.671  0.646
H  -1.263  1.671  -5.416  0.523
H  -2.910  0.832  -7.077  0.397
H  -4.124  -1.275  -6.647  0.390
H  -3.682  -2.552  -4.577  0.442
H  -2.043  -1.723  -2.946  0.032
C  5.122  2.313  2.505  -0.589
C  4.055  2.933  3.139  -0.794
C  2.762  2.473  2.960  -0.234
C  2.501  1.368  2.138  0.062
C  3.580  0.759  1.502  0.081
C  4.871  1.224  1.682  -1.004
N  1.192  0.898  1.907  1.381
C  0.297  1.217  2.958  -0.933
C  -0.796  2.053  2.739  0.311
C  -1.728  2.283  3.741  -0.812
C  -1.568  1.703  4.989  -0.544
C  -0.460  0.897  5.228  -0.851
C  0.463  0.660  4.226  0.261
H  6.131  2.675  2.645  0.383
H  4.226  3.789  3.779  0.386
H  1.948  2.978  3.463  0.464
H  3.408  -0.084  0.842  -0.105
H  5.684  0.728  1.171  0.442
H  -0.918  2.509  1.763  0.191
H  -2.579  2.921  3.541  0.455
H  -2.293  1.881  5.771  0.405
H  -0.317  0.451  6.203  0.394
H  1.327  0.032  4.411  0.417
C  0.788  3.591  -0.623  -1.815
C  0.959  2.133  -0.445  1.221
O  1.941  1.485  -0.734  -0.383
H  1.566  3.999  -1.266  0.424
H  0.847  4.044  0.371  0.366
H  -0.201  3.794  -1.033  0.296

***

(2)
The following is a quantum chemistry calculation of a molecular structure, C33H34IrN5O6S2, from the Open Molecules 2025 dataset.

Values from the calculation:
LUMO energy (spin up / spin down): -3.71 / -3.71 eV
Energy relative to the best compared isomer or geometry (same formula, charge and spin): 137.9 kJ/mol
HOMO-LUMO gap (spin up / spin down): 5.408 / 6.351 eV
2S+1: 2
Charge: +1
Calculated total energy: -2903.6224 Eh
Highest occupied orbital energy (spin up / spin down): -9.1 / -10.1 eV

Last column: Mulliken charge in e.
Cartesian coordinates (Å):
Ir  -0.269  0.301  -0.370  1.473
C  -1.683  4.898  4.891  -1.644
C  -1.346  3.721  4.014  0.349
C  -1.193  2.455  4.568  -1.411
C  -0.907  1.286  3.765  0.681
C  -0.673  0.121  4.495  -0.198
N  -0.362  -1.156  4.275  -0.102
C  -0.249  -2.017  3.099  -0.766
C  1.181  -2.131  2.569  0.727
C  1.306  -3.382  1.701  -1.301
N  2.408  -3.313  0.733  0.106
C  2.340  -3.417  -0.559  -0.711
C  1.167  -3.384  -1.376  1.118
C  1.132  -4.162  -2.551  -0.992
C  0.026  -4.181  -3.370  0.352
C  -0.043  -5.045  -4.600  -1.662
C  -1.053  -3.357  -3.015  -0.471
C  -1.022  -2.491  -1.937  0.347
C  -2.183  -1.625  -1.689  -0.823
N  -2.139  -0.497  -1.100  -0.269
C  -3.342  0.317  -0.958  -1.008
C  -3.268  1.548  -1.863  -0.704
C  -1.969  2.372  -1.746  -1.094
N  -1.231  2.101  -0.509  0.085
C  -1.326  2.961  0.419  -0.689
C  -0.620  2.832  1.757  2.566
C  -1.131  3.900  2.672  -1.880
C  -0.798  1.420  2.351  0.157
O  -0.830  0.390  1.625  -0.679
C  0.118  -2.477  -1.087  0.574
O  0.245  -1.676  -0.084  -0.579
H  -2.045  4.576  5.866  0.365
H  -2.451  5.519  4.429  0.388
H  -0.803  5.523  5.043  0.315
H  -1.310  2.322  5.636  0.303
H  -0.710  0.303  5.565  0.417
H  -0.159  -1.647  5.131  0.327
H  -0.897  -1.650  2.312  0.131
H  -0.615  -2.996  3.421  0.417
H  1.892  -2.179  3.399  0.793
H  1.415  -1.250  1.978  -0.763
H  0.394  -3.571  1.146  0.310
H  1.509  -4.260  2.321  0.543
H  3.338  -3.301  1.133  0.360
H  3.297  -3.571  -1.051  0.478
H  1.985  -4.786  -2.792  0.420
H  0.880  -5.605  -4.739  0.371
H  -0.208  -4.440  -5.492  0.360
H  -0.863  -5.761  -4.531  0.353
H  -1.944  -3.376  -3.636  0.536
H  -3.140  -1.988  -2.072  0.455
H  -3.380  0.634  0.085  0.152
H  -4.242  -0.263  -1.173  0.673
H  -4.124  2.177  -1.612  0.446
H  -3.400  1.247  -2.904  0.326
H  -2.199  3.436  -1.791  0.670
H  -1.287  2.170  -2.565  0.336
H  -1.944  3.842  0.275  0.344
H  -1.170  4.886  2.228  0.570
S  4.183  0.538  -0.588  -0.307
C  3.782  0.781  1.055  -0.621
C  2.439  0.813  1.277  -1.380
C  1.671  0.636  0.086  1.408
C  2.509  0.446  -0.986  0.061
C  1.928  0.343  -2.285  1.249
C  2.623  0.343  -3.499  -0.904
C  1.930  0.290  -4.683  -0.827
C  0.538  0.218  -4.652  -1.261
C  -0.089  0.204  -3.432  -0.143
N  0.573  0.265  -2.263  0.162
H  4.569  0.932  1.778  0.522
H  2.027  1.015  2.254  0.224
H  3.702  0.417  -3.483  0.536
H  2.458  0.309  -5.627  0.436
H  -0.048  0.180  -5.559  0.535
H  -1.164  0.126  -3.366  0.352
O  1.363  3.281  -0.872  -0.425
S  1.313  4.073  0.335  1.221
O  0.234  5.047  0.334  -0.656
O  0.784  2.978  1.551  -0.382
O  2.570  4.466  0.892  -0.743